[1]
Molecular formula: C25H53N6O7ReS2Si
Method: DFT, wB97M-V/def2-TZVPD

Positions of all 95 atoms, in Å:
Re -0.7268 12.1448 18.5710
C -1.9228 9.6505 13.3530
C -2.6129 10.7859 14.0578
C -1.7435 12.0478 13.9536
C -4.0026 11.0245 13.5945
O -2.7055 10.3804 15.4176
Si -3.7084 10.4482 16.6883
S -2.6812 11.2852 18.4765
O -5.1117 11.2019 16.4527
C -6.1389 12.2223 16.9057
C -5.8214 12.5817 18.4019
C -6.0949 13.4189 15.9611
C -7.4618 11.4669 16.7487
O -3.9790 8.9671 17.3547
C -4.4581 7.5976 16.9407
C -5.7159 7.6932 16.0826
C -3.3007 6.8163 16.3372
C -4.8542 6.9647 18.2673
H -1.8150 9.8635 12.2963
H -2.5189 8.7119 13.5258
H -0.9347 9.5150 13.8265
H -1.7599 12.4173 12.9347
H -0.7375 11.8514 14.2675
H -2.1470 12.8980 14.5975
H -4.0810 11.1848 12.4971
H -4.4173 11.9160 14.1139
H -4.6888 10.2338 13.8503
H -4.8231 13.1045 18.4109
H -5.6692 11.6478 18.9618
H -6.5660 13.2062 18.9003
H -5.1038 13.8733 16.1278
H -6.9177 14.1217 16.2659
H -6.2667 13.0303 14.9216
H -7.6875 10.7363 17.5453
H -7.3350 10.8037 15.8762
H -8.3562 12.1181 16.6008
H -5.6096 8.2559 15.1419
H -6.5545 8.0762 16.5576
H -6.0252 6.6617 15.8208
H -3.0872 7.2322 15.4020
H -3.5230 5.7613 16.2200
H -2.4189 6.9078 16.9908
H -5.3864 7.7210 18.8202
H -3.9301 6.7094 18.8385
H -5.4051 6.0075 18.1248
C 7.5054 13.5603 17.6771
C 7.2940 12.1843 18.4154
S 5.4725 11.8457 18.3422
O 5.1166 11.6254 16.9579
O 4.8546 12.9619 19.0755
C 5.1396 10.2139 19.2118
C 3.9329 9.3840 18.8719
N 2.6460 9.9866 19.1048
C 1.7285 10.5204 18.3023
N 0.6280 10.8113 19.0380
C 0.8805 10.7030 20.3664
C 2.1728 10.2137 20.4473
N 2.9392 9.9454 21.5367
O 2.5004 10.4611 22.6019
O 3.8891 9.1597 21.4861
C 1.7620 10.6414 16.8420
H 8.6019 13.8208 17.5967
H 7.0001 14.3671 18.2064
H 7.0559 13.4946 16.6669
H 7.3962 12.3661 19.4851
H 7.8675 11.3608 17.9984
H 4.9957 10.4601 20.2370
H 6.0089 9.5784 19.1751
H 3.9578 8.4761 19.4625
H 3.9249 9.0665 17.8243
H 0.1124 10.7698 21.1505
H 2.6878 10.2279 16.4426
H 1.7452 11.7254 16.5334
H 0.8633 10.1026 16.5334
C 2.0268 14.6111 19.9607
N 1.7254 14.9719 18.5355
C 2.8901 14.9713 17.5993
C 0.4767 14.8501 17.9945
N -0.5011 14.0772 18.5790
N 0.0861 15.5861 16.9360
C 0.7160 16.8523 16.5434
C -1.2577 15.4231 16.3196
H 2.7153 15.3621 20.3101
H 2.4230 13.5747 20.1263
H 1.0924 14.8035 20.5766
H 3.6809 14.2657 17.8249
H 3.3840 16.0155 17.6390
H 2.5077 14.8806 16.6104
H -1.3449 14.6269 18.9091
H 1.4340 17.1912 17.3662
H -0.0592 17.6644 16.5575
H 1.1318 16.8628 15.5665
H -1.5046 14.4129 16.0073
H -1.2501 16.1361 15.5193
H -2.1091 15.6498 17.0835

Computed properties:
HOMO level (alpha / beta) = -17.23 / -16.53 eV
Net charge = +3
Gap between HOMO and LUMO (alpha / beta) = 7.69 / 3.16 eV
2S+1 = 4
Energy relative to the best compared isomer or geometry (same formula, charge and spin) = 247.2 kJ/mol

[2]
Molecular formula: C25H54B2INO13
Method: DFT, wB97M-V/def2-TZVPD

Positions of all 96 atoms, in Å:
C 4.6154 3.7332 3.9556
O 3.5372 2.8469 4.1379
C 2.4889 3.0734 3.1332
B 1.3805 3.9881 3.8396
O 0.9423 3.8260 5.1279
O 0.8447 5.0396 3.0864
C 1.9822 1.6443 2.7733
C 1.0557 1.7863 1.5283
C 1.7526 2.3673 0.2919
O 1.8669 3.4771 0.0822
I 2.5043 0.9232 -1.1599
O 1.3117 1.1704 3.9354
C 0.5326 0.0091 3.7129
C -1.0078 0.2320 3.5824
C -1.5430 1.5933 4.0405
C -3.0660 1.6372 3.6098
C -3.1549 2.3403 2.2319
N -3.5556 3.7705 2.3484
C -2.5734 4.7003 1.9800
C -1.8783 4.6705 0.6361
O -2.3029 5.5773 2.7317
B 3.3402 0.8224 2.4440
C 3.5915 -0.6888 2.8388
O 4.3410 1.4724 1.7337
H 5.2282 3.4859 3.0770
H 5.2484 3.6619 4.8464
H 4.3012 4.7871 3.8908
H 2.9857 3.5538 2.2879
H -0.0257 3.7674 5.0910
H 1.4572 5.7866 3.0551
H 0.6281 0.8344 1.1939
H 0.1967 2.4466 1.7114
H 0.6834 -0.6325 4.5900
H 0.8587 -0.5892 2.8551
H -1.4901 -0.5222 4.2178
H -1.2980 -0.0273 2.5555
H -1.5175 1.7432 5.1213
H -1.0550 2.3819 3.4622
H -3.3698 0.6057 3.4128
H -3.6934 2.1279 4.3557
H -3.8933 1.8405 1.5903
H -2.2069 2.2407 1.6908
H -3.7022 3.9553 3.3366
H -0.7996 4.7314 0.8055
H -2.1388 5.5782 0.0859
H -2.1251 3.8115 0.0045
H 4.6092 -0.9760 2.5557
H 2.9374 -1.2994 2.1935
H 3.3483 -0.9427 3.8739
H 5.1642 1.4644 2.2418
C -3.9711 -4.9896 -2.2394
O -3.1686 -5.1301 -1.0882
C -1.9088 -4.4950 -1.2401
C -1.2033 -4.3938 0.0961
O -1.6347 -3.2833 0.8767
C -2.9002 -3.4234 1.5140
C -2.8504 -4.3172 2.7367
O -2.9359 -5.6803 2.3574
C -2.6412 -6.5450 3.4317
H -3.4726 -5.4146 -3.1177
H -4.9019 -5.5272 -2.0672
H -4.2054 -3.9341 -2.4191
H -2.0425 -3.4921 -1.6634
H -1.3018 -5.1013 -1.9261
H -0.1442 -4.2103 -0.0984
H -1.2766 -5.3250 0.6606
H -3.6668 -3.7476 0.8086
H -3.1638 -2.4160 1.8462
H -3.7075 -4.0906 3.3867
H -1.9187 -4.1388 3.2879
H -1.6077 -6.4038 3.7683
H -2.7549 -7.5688 3.0797
H -3.3303 -6.3788 4.2675
C 1.8419 2.7041 -5.1987
O 2.0152 1.4770 -5.8740
C 2.6235 0.5014 -5.0438
C 2.5166 -0.8725 -5.6726
O 1.2612 -1.5016 -5.4378
C 0.1702 -1.0193 -6.2133
C 0.1929 -1.5110 -7.6465
O 1.0554 -0.7058 -8.4337
C 1.2986 -1.2770 -9.6994
H 2.8027 3.0962 -4.8472
H 1.4056 3.4139 -5.8997
H 1.1576 2.5840 -4.3512
H 2.1408 0.4956 -4.0590
H 3.6837 0.7677 -4.9276
H 3.2531 -1.5195 -5.1902
H 2.7517 -0.8458 -6.7383
H 0.0997 0.0685 -6.1645
H -0.7223 -1.4298 -5.7353
H -0.8190 -1.4409 -8.0699
H 0.5264 -2.5555 -7.6739
H 1.8157 -2.2379 -9.5962
H 1.9388 -0.5963 -10.2578
H 0.3622 -1.4165 -10.2518

Computed properties:
HOMO level = -9.27 eV
SMILES = CO[C@H](B(O)O)[C@](CC(=O)I)(OCCCCCNC(C)=O)B(C)O.COCCOCCOC.COCCOCCOC
Gap between HOMO and LUMO = 9.65 eV

[3]
Molecular formula: C25H54ClO16P3S
Method: DFT, wB97M-V/def2-TZVPD

Positions of all 100 atoms, in Å:
C -2.1763 -4.2004 -0.1549
C -1.9397 -4.1906 -1.6769
C -2.6668 -3.0877 -2.4210
O -4.0952 -3.1720 -2.2909
C -4.5191 -2.1601 -1.5021
O -5.4698 -2.1831 -0.7951
O -3.6561 -1.0806 -1.6155
C -2.4332 -1.6137 -2.0464
S -2.0825 -0.7222 -3.6593
C -1.2349 -1.2240 -1.1354
C -1.7072 -0.5705 0.1534
O -1.7108 -1.0946 1.2184
Cl -2.2492 1.1378 0.0602
H -3.1784 -4.5349 0.0929
H -1.5073 -4.9605 0.2482
H -1.9244 -3.2586 0.3195
H -0.8846 -4.2484 -1.9336
H -2.3771 -5.1242 -2.0349
H -2.4822 -3.2786 -3.4731
H -1.5882 -1.6158 -4.5355
H -0.6884 -0.4441 -1.6527
H -0.5407 -2.0329 -0.9390
O -0.0962 -0.3671 -6.8978
P 0.8840 -1.0307 -7.8031
O 2.3454 -0.7070 -7.1446
C 2.6948 -1.3076 -5.8965
C 3.0223 -2.7821 -6.0498
O 0.9179 0.0598 -9.0281
C -0.1237 1.0157 -9.2280
C 0.2980 2.3685 -8.6965
O 1.4265 -2.2308 -8.7645
C 1.2725 -2.2713 -10.1946
C 2.5171 -1.7306 -10.8588
H 1.8873 -1.1590 -5.1724
H 3.5700 -0.7723 -5.5294
H 2.1339 -3.3525 -6.3344
H 3.4055 -3.1913 -5.1142
H 3.7649 -2.9307 -6.8329
H -1.0589 0.6854 -8.7791
H -0.2942 1.0818 -10.3060
H 0.5722 2.3094 -7.6433
H -0.5037 3.0995 -8.8102
H 1.1770 2.7270 -9.2342
H 0.3719 -1.7559 -10.5193
H 1.1499 -3.3214 -10.4676
H 2.7267 -0.7080 -10.5527
H 2.4099 -1.7524 -11.9439
H 3.3875 -2.3264 -10.5805
O 2.8159 -2.3110 2.0538
P 3.3051 -0.9258 2.3000
O 4.5505 -1.0966 3.3448
C 5.7533 -1.7237 2.8971
C 6.5606 -0.8145 1.9882
O 2.1480 -0.3924 3.3324
C 0.8660 -1.0139 3.4503
C 0.8230 -1.8943 4.6797
O 3.6967 0.6004 1.8646
C 2.7976 1.7173 1.9583
C 3.0227 2.4544 3.2559
H 5.5176 -2.6678 2.3969
H 6.3314 -1.9585 3.7905
H 6.0346 -0.6361 1.0466
H 7.5293 -1.2604 1.7588
H 6.7184 0.1557 2.4580
H 0.6088 -1.5690 2.5507
H 0.1282 -0.2126 3.5495
H 1.6162 -2.6421 4.6557
H -0.1384 -2.4026 4.7613
H 0.9783 -1.2949 5.5780
H 1.7610 1.4112 1.8345
H 3.0308 2.3820 1.1234
H 2.8782 1.8097 4.1204
H 2.3357 3.2986 3.3365
H 4.0456 2.8291 3.3174
O -2.0924 1.0561 6.7378
P -2.7032 2.3251 6.2565
O -1.4439 3.3530 6.0770
C -0.4944 3.1045 5.0401
C -1.0554 3.4484 3.6712
O -3.3274 2.8888 7.6675
C -3.5615 2.0386 8.7885
C -2.4548 2.1996 9.8085
O -3.7368 3.2246 5.3701
C -5.0102 3.7070 5.8305
C -4.8668 5.1201 6.3458
H -0.1630 2.0618 5.0762
H 0.3701 3.7349 5.2494
H -1.8698 2.7711 3.4005
H -0.2806 3.3726 2.9061
H -1.4621 4.4594 3.6662
H -3.6738 0.9995 8.4837
H -4.5142 2.3457 9.2293
H -1.4798 1.9970 9.3657
H -2.6030 1.5273 10.6548
H -2.4293 3.2261 10.1777
H -5.4535 3.0405 6.5664
H -5.6767 3.7086 4.9655
H -4.1478 5.1822 7.1598
H -5.8270 5.4954 6.7022
H -4.5043 5.7793 5.5557

Computed properties:
HOMO level = -9.57 eV
SMILES = CC[C@H]1OC(=O)O[C@@]1(S)CC(=O)Cl.CCOP(=O)(OCC)OCC.CCOP(=O)(OCC)OCC.CCOP(=O)(OCC)OCC
Gap between HOMO and LUMO = 9.48 eV
Energy relative to the best compared isomer or geometry (same formula, charge and spin) = 427.8 kJ/mol

[4]
Molecular formula: C25H54FN5O10
Method: DFT, wB97M-V/def2-TZVPD

Positions of all 95 atoms, in Å:
C 5.0898 1.4433 1.4076
C 4.3710 0.2456 2.1659
C 3.0057 0.6883 2.8148
C 1.9839 1.0152 1.6304
N 0.8454 0.1047 1.7491
C -0.0802 0.1341 0.6242
O -0.6778 1.3893 0.3609
C -1.2128 2.0178 1.5043
C -1.3886 3.5461 1.1087
C -0.0341 4.3456 1.0184
N 0.6242 4.3948 2.3391
N 0.8416 3.9111 -0.0660
N -0.4319 5.7482 0.6862
C -2.6401 1.5252 1.9622
C -3.8592 2.1727 1.2220
O -3.8206 2.0289 -0.2097
O -4.5551 0.8515 -0.4965
O -2.8347 0.1149 1.9248
C -2.1861 -0.5387 2.9913
N -2.9047 -0.4218 4.2792
C -2.1902 -2.0889 2.6137
O -3.1882 -2.2795 1.5857
C -3.0008 -3.5077 0.9046
C -3.0518 -3.2551 -0.6502
O -4.4195 -3.0604 -1.0396
C -4.5709 -2.9242 -2.4438
C -4.9645 -1.4515 -2.8653
O -4.5135 -1.2134 -4.2067
C -4.3588 0.1723 -4.4906
C -2.8598 0.5430 -4.8468
C 0.6257 -0.2813 -0.7373
C -0.4496 -0.5597 -1.8694
C 1.5018 -1.5741 -0.6185
C 2.7394 -1.4040 -1.6218
H 6.1863 1.2800 1.4034
H 4.8324 2.4181 1.8738
H 4.6800 1.4343 0.3663
H 4.2089 -0.6101 1.4726
H 5.0668 -0.0392 2.9895
H 3.2293 1.6263 3.3817
H 2.5637 -0.0915 3.4723
H 1.6103 2.0410 1.8331
H 2.5763 0.9209 0.6925
H 1.0985 -0.8306 2.0371
H -0.8202 -0.6919 0.8083
H -0.5598 2.0292 2.4044
H -1.8604 3.6211 0.0967
H -2.0389 4.0866 1.8345
H 1.5836 4.0689 2.3233
H 0.0772 3.9618 3.0714
H 0.3534 3.3734 -0.7681
H 1.6827 3.4552 0.2618
H 0.2885 6.3777 1.0201
H -1.3337 5.9435 1.1094
H -2.7411 1.8401 3.0406
H -4.7578 1.5996 1.5623
H -4.0550 3.2242 1.5426
H -5.1553 1.0373 -1.2331
H -1.1247 -0.2030 3.0893
H -3.5489 0.3615 4.2777
H -2.2362 -0.3680 5.0394
H -1.1968 -2.3765 2.1932
H -2.5205 -2.7036 3.4778
H -2.0588 -4.0398 1.1660
H -3.8566 -4.2050 1.1034
H -2.5709 -4.0750 -1.2344
H -2.5240 -2.2833 -0.8159
H -3.6590 -3.1827 -3.0270
H -5.4202 -3.5677 -2.7808
H -4.4450 -0.7314 -2.1922
H -6.0739 -1.3042 -2.8457
H -4.6860 0.8276 -3.6506
H -4.9719 0.4579 -5.3780
H -2.4653 1.3039 -4.1351
H -2.7995 0.9923 -5.8671
H -2.2181 -0.3633 -4.7950
H 1.1990 0.6064 -1.1026
H -0.7449 -1.6377 -1.8407
H -1.3241 0.1185 -1.7925
H 0.0832 -0.4365 -2.8449
H 0.9788 -2.4922 -0.9705
H 1.9604 -1.7437 0.3771
H 2.5768 -1.9086 -2.5950
H 3.6372 -1.8315 -1.1041
H 2.9939 -0.3258 -1.7765
C 6.9520 -3.2683 -2.3681
C 8.2010 -2.7331 -1.7309
O 7.7035 -2.0329 -0.6050
C 6.5500 -2.6622 -0.2498
O 6.0041 -2.5200 0.7930
O 6.1057 -3.4800 -1.2394
F 8.8356 -1.8556 -2.5473
H 6.4858 -2.5462 -3.0425
H 7.1229 -4.1970 -2.9105
H 8.9048 -3.5017 -1.4020

Computed properties:
HOMO level = -8.50 eV
SMILES = CCCCN[C@@H](O[C@@H](CC(N)(N)N)[C@@H](COO)O[C@@H](N)COCCOCCOCC)[C@H](C)CC.O=C1OC[C@@H](F)O1
Gap between HOMO and LUMO = 9.04 eV

[5]
Molecular formula: C25H55Cl20NO2
Method: DFT, wB97M-V/def2-TZVPD

Positions of all 103 atoms, in Å:
C -16.9530 16.8232 -3.9774
C -18.1342 17.5598 -4.6402
C -17.6154 18.9406 -4.9311
O -18.7626 19.5759 -5.3933
C -18.5431 20.8296 -5.9881
N -18.6736 17.0256 -5.8973
H -19.0572 17.8024 -6.4073
H -16.8654 16.5296 -7.0185
H -19.3141 16.2954 -5.8698
H -16.0932 16.7884 -4.6635
H -17.2860 15.8459 -3.7423
H -16.6809 17.3455 -3.0334
H -18.9534 17.4993 -3.9347
H -16.8074 18.9045 -5.6498
H -17.1805 19.5697 -4.0453
H -19.5257 21.2424 -6.2632
H -17.8269 20.7956 -6.7905
H -18.1793 21.5378 -5.2366
C -15.4436 16.9709 -8.2894
O -15.9745 16.2597 -7.1566
H -14.6686 16.4443 -8.7630
H -16.1966 16.9380 -9.0244
H -15.1390 18.0612 -8.1192
Cl -12.9049 22.1788 -11.9537
C -13.1264 20.5461 -11.1330
C -11.7964 19.7519 -11.3192
Cl -11.9804 18.2120 -10.4184
H -13.9712 20.1319 -11.5903
H -13.2402 20.7011 -10.0956
H -10.9798 20.2167 -10.8327
H -11.5414 19.4948 -12.3314
Cl -17.5325 22.6129 -11.5103
C -17.5774 22.6657 -9.5943
C -18.6903 23.6113 -9.2032
Cl -18.5879 23.9165 -7.4222
H -16.6243 23.0006 -9.2711
H -17.7075 21.6293 -9.3837
H -19.7086 23.2569 -9.2983
H -18.5343 24.5790 -9.7476
Cl -18.3686 15.6685 -9.3331
C -18.8296 16.7309 -10.6977
C -18.5055 18.2112 -10.6325
Cl -19.3543 19.0688 -9.3068
H -19.8712 16.6010 -10.8415
H -18.1896 16.4059 -11.5623
H -18.8072 18.7607 -11.4915
H -17.4269 18.4066 -10.4786
Cl -13.2288 13.3945 -9.2643
C -12.6745 13.7058 -10.9339
C -13.7751 14.4733 -11.6558
Cl -13.5067 14.3891 -13.4019
H -12.5406 12.8015 -11.4276
H -11.7639 14.2528 -10.8770
H -13.7819 15.5534 -11.2786
H -14.7165 14.0125 -11.5349
Cl -11.8380 20.8713 -6.5121
C -11.7801 20.0453 -4.9205
C -12.2922 20.8898 -3.7931
Cl -11.1748 22.3040 -3.5266
H -10.6771 19.7683 -4.8041
H -12.3693 19.1133 -4.9321
H -12.3188 20.2382 -2.9574
H -13.2726 21.3663 -3.8029
Cl -13.8279 18.8847 -16.5899
C -14.1301 17.2266 -15.8913
C -15.3273 17.2686 -14.9108
Cl -14.8746 18.1348 -13.4109
H -13.2446 16.9556 -15.3060
H -14.3642 16.5687 -16.7184
H -15.6384 16.2976 -14.6355
H -16.1993 17.8646 -15.3125
Cl -16.7461 12.5366 -11.7994
C -16.3693 11.9706 -9.9998
C -17.4307 11.1717 -9.3160
Cl -18.8505 12.1804 -8.9832
H -16.2161 12.8986 -9.4040
H -15.5205 11.3315 -9.9860
H -17.1220 10.9867 -8.2957
H -17.7660 10.2537 -9.7870
Cl -12.4034 16.0356 -3.7283
C -13.2068 15.3278 -5.2010
C -14.3600 14.4450 -4.8999
Cl -13.9422 12.7381 -4.6420
H -12.5868 14.8109 -5.9108
H -13.4979 16.2689 -5.7401
H -15.1311 14.5317 -5.6740
H -14.8695 14.8080 -4.0116
Cl -8.7485 18.3490 -5.5801
C -9.1290 16.8969 -6.5603
C -10.5499 17.0600 -7.1686
Cl -10.8691 15.5633 -8.0890
H -9.1372 15.9863 -5.9432
H -8.3026 16.8086 -7.2769
H -10.6732 17.8508 -7.8118
H -11.2270 17.1917 -6.3403
Cl -17.2174 10.1338 -5.6999
C -17.6302 11.2295 -4.2565
C -18.5874 12.2640 -4.7575
Cl -19.1211 13.2463 -3.3491
H -16.7777 11.6839 -3.8538
H -18.1019 10.6287 -3.5596
H -19.4182 11.7366 -5.1659
H -18.1402 12.9871 -5.4730

Computed properties:
HOMO level = -9.31 eV
SMILES = COC[C@H](C)N.ClCCCl.ClCCCl.ClCCCl.ClCCCl.ClCCCl.ClCCCl.ClCCCl.ClCCCl.ClCCCl.ClCCCl.CO
Gap between HOMO and LUMO = 9.58 eV